DFT (the ωB97M-V functional and the def2-TZVPD basis) results for an isolated molecule of C10H12ClN4O6P.

Output
LUMO in eV: -2.59
E_HOMO in eV: -8.3
HOMO-LUMO gap in Ha: 0.2101

Structure (XYZ):
```
34
Properties=species:S:1:pos:R:3:lowdin_charge:R:1
C 2.6208 -1.9268 0.6505 -0.005
C 2.8922 -0.4311 -0.0485 -0.289
O 2.8098 -0.3830 -1.3773 -0.047
O 3.1582 0.6683 0.8796 -0.085
C 2.8064 1.9870 0.3435 -0.166
C 1.2603 2.4825 0.7423 -0.113
C 0.0892 1.4619 0.2229 0.025
C -0.7369 0.5280 1.3033 0.016
O -0.4449 0.5797 2.7655 -0.065
N 0.1488 -0.5884 3.1614 0.005
O 0.9926 -0.3544 4.0337 0.058
C -1.8907 -0.4833 0.6428 0.090
C -2.7315 -1.4011 1.7376 -0.452
O -2.1547 -2.5058 2.2879 -0.120
O -4.0835 -0.9185 2.0916 -0.204
C -2.1613 -0.5303 -1.0035 -0.188
P -3.5210 -1.6889 -1.7809 0.707
N -3.5447 -3.1650 -1.1073 -0.303
N -1.3191 0.3912 -1.9045 -0.454
Cl -1.6249 0.3520 -3.6354 0.685
C -0.2411 1.3318 -1.4086 -0.124
N 0.6251 2.2171 -2.3087 0.058
H 2.7164 -2.7928 -0.1556 0.107
H 3.3719 -2.0543 1.5540 0.101
H 1.5245 -1.9846 1.0725 0.084
H 3.0364 2.1440 -0.7983 0.126
H 3.5096 2.7684 0.9111 0.150
H 1.1252 2.6168 1.8960 0.127
H 1.0446 3.5412 0.2335 0.138
H -3.2942 -1.9070 -3.2129 -0.019
H -4.7730 -0.9710 -1.6752 0.013
H -2.8021 -3.2212 -0.3756 -0.030
H 1.4951 1.6813 -2.5954 0.101
H 0.0963 2.5562 -3.1419 0.072
```

=====

DFT (the ωB97M-V functional and the def2-TZVPD basis) results for a structure of composition C23H21ClIIrNO2Si.

Output
LUMO (spin up / spin down) in eV: -2.71 / -4.05
Spin multiplicity: 5
E_HOMO (spin up / spin down) in eV: -9.8 / -11.0
Charge: +1
HOMO-LUMO gap (spin up / spin down) in Ha: 0.2608 / 0.2570

Structure (XYZ):
```
51
Properties=species:S:1:pos:R:3:lowdin_charge:R:1
Ir -0.4928 0.3396 -0.3158 1.036
I 0.5461 2.6129 -1.3481 1.116
C -1.2253 3.5922 -0.7507 -0.584
C -1.3136 4.9216 -1.0209 -0.143
C -2.5047 5.6011 -0.6851 -0.059
C -3.5405 4.9160 -0.1240 -0.016
C -3.4421 3.5295 0.1513 -0.157
C -4.5362 2.8209 0.7120 -0.015
C -4.4466 1.4858 0.9714 -0.064
C -3.2433 0.7987 0.7071 -0.123
C -2.1469 1.4313 0.1645 -0.331
C -2.2452 2.8253 -0.1441 -0.261
H -0.4969 5.4533 -1.4904 0.097
H -2.5876 6.6600 -0.8904 0.114
H -4.4651 5.4262 0.1174 0.121
H -5.4479 3.3645 0.9284 0.121
H -5.2913 0.9528 1.3890 0.111
H -3.1910 -0.2573 0.9577 0.086
Cl -4.3161 -2.3229 -3.4194 0.735
C -3.2276 -2.4215 -2.0924 -0.645
C -3.4051 -3.3567 -1.0902 -0.056
C -2.4833 -3.3945 -0.0566 -0.027
C -1.4420 -2.4899 -0.0428 -0.130
N -1.2917 -1.5657 -1.0088 -0.108
C -2.1601 -1.5464 -2.0275 -0.155
H -4.2431 -4.0403 -1.1251 0.123
H -2.5724 -4.1230 0.7372 0.121
H -0.6958 -2.4865 0.7403 0.099
H -1.9952 -0.8129 -2.8050 0.116
O 1.5511 -0.3706 0.3541 -0.401
O 1.4339 -1.7243 0.8731 -0.128
C 3.6234 1.6545 0.5592 -0.164
Si 3.2072 -0.0219 -0.0953 0.503
C 3.3820 -0.1755 -1.9214 -0.142
C 3.8122 -1.4670 0.8653 -0.158
C 4.9858 -2.1589 0.8773 -0.071
C 5.0698 -3.4278 1.4923 -0.036
C 3.8894 -4.0633 1.9647 -0.072
C 2.6967 -3.4259 1.9760 0.001
C 2.6390 -1.9768 1.6418 -0.306
H 4.6225 1.6273 1.0021 0.047
H 2.9194 1.9637 1.3340 0.044
H 3.6271 2.4103 -0.2289 0.019
H 4.4336 -0.0771 -2.2088 0.052
H 2.8252 0.6038 -2.4483 0.013
H 3.0268 -1.1510 -2.2561 0.051
H 5.8580 -1.7643 0.3680 0.114
H 6.0104 -3.9594 1.5158 0.108
H 3.9458 -5.0916 2.2978 0.114
H 1.7917 -3.9139 2.3167 0.118
H 2.5522 -1.4047 2.5815 0.173
```

=====

DFT (the ωB97M-V functional and the def2-TZVPD basis) results for a structure of composition C67H73AsBrFN3O4TaTe.

Output
LUMO in eV: -1.06
E_HOMO in eV: -7.4
HOMO-LUMO gap in Ha: 0.2323

Structure (XYZ):
```
152
Properties=species:S:1:pos:R:3:lowdin_charge:R:1
Ta 0.4603 0.6963 0.5215 1.754
Br 5.0772 -2.7710 0.5613 0.732
C 5.3469 -0.8934 0.5674 -0.734
C 6.6538 -0.4416 0.7006 -0.104
C 6.8575 0.9238 0.7358 -0.038
C 5.7607 1.7620 0.6437 0.009
C 4.5053 1.1990 0.5039 -0.245
N 4.2916 -0.1157 0.4577 0.100
C 3.3444 2.1637 0.3816 -0.605
O 3.5598 3.3405 0.3697 0.129
O 2.0962 1.6854 0.2407 -0.442
H 7.4670 -1.1500 0.7806 0.099
H 7.8582 1.3248 0.8336 0.115
H 5.8437 2.8412 0.6766 0.126
C -3.1399 -2.3619 4.0761 -0.046
C -2.7098 -0.9310 3.7026 -0.366
C -1.2548 -0.7447 4.0117 -0.079
C -3.2428 -0.5267 2.3283 -0.111
C -4.5624 -0.0865 2.4615 -0.056
C -5.3610 0.2099 1.3838 -0.070
C -4.8391 -0.0067 0.1315 -0.071
C -3.5305 -0.4423 -0.0782 -0.146
C -3.3049 -0.7631 -1.5568 -0.353
C -1.9782 -0.3559 -2.1547 -0.073
C -3.5816 -2.2486 -1.8330 -0.037
C -2.6559 -0.6285 1.0314 -0.157
N -1.2262 -0.9491 0.8415 -0.027
C -0.9258 -2.2866 1.0151 -0.258
C -1.8571 -3.3389 1.1210 -0.035
C -1.4685 -4.6370 1.4129 -0.089
C -0.1358 -4.9571 1.6476 -0.093
C 0.8129 -3.9525 1.5259 -0.039
C 0.3896 -2.6967 1.1823 -0.293
F 1.3380 -1.7524 0.9777 -0.104
H -3.0681 -2.4956 5.1594 0.082
H -2.4906 -3.0987 3.6050 0.061
H -4.1692 -2.5614 3.7688 0.082
H -3.2365 -0.2708 4.3939 0.120
H -0.6146 -1.4477 3.4801 0.072
H -1.1087 -0.9092 5.0761 0.092
H -0.9513 0.2746 3.7782 0.050
H -4.9720 0.0078 3.4621 0.114
H -6.3777 0.5628 1.5174 0.106
H -5.4692 0.1568 -0.7375 0.116
H -4.0722 -0.1995 -2.0918 0.120
H -1.1913 -1.0024 -1.7942 0.033
H -1.7431 0.6775 -1.9007 0.052
H -2.0185 -0.4365 -3.2437 0.092
H -2.7827 -2.8714 -1.4261 0.064
H -3.6196 -2.4256 -2.9125 0.074
H -4.5326 -2.5617 -1.3908 0.086
H -2.9092 -3.1122 1.0059 0.116
H -2.2289 -5.4068 1.4854 0.107
H 0.1630 -5.9672 1.9033 0.103
H 1.8731 -4.1378 1.6631 0.120
C 1.5592 -1.0385 8.9681 -0.052
C 1.5878 -0.6247 7.5183 -0.266
C 2.1725 -1.4273 6.5465 -0.016
C 2.2054 -1.0491 5.2084 -0.314
C 2.8512 -1.9665 4.1959 -0.087
C 1.6390 0.1728 4.8346 -0.480
Te 1.9503 0.8740 2.8436 1.261
C 1.0284 0.9933 5.7869 -0.325
C 0.3284 2.2883 5.4494 -0.087
C 1.0169 0.5773 7.1156 -0.022
H 2.1674 -1.9275 9.1381 0.072
H 0.5376 -1.2606 9.2861 0.081
H 1.9341 -0.2353 9.6055 0.079
H 2.6210 -2.3734 6.8358 0.113
H 3.1039 -2.9266 4.6480 0.080
H 3.7685 -1.5192 3.8029 0.067
H 2.1878 -2.1458 3.3465 0.037
H 0.5977 2.6548 4.4615 0.003
H 0.5757 3.0628 6.1787 0.086
H -0.7561 2.1418 5.4739 0.083
H 0.5443 1.2162 7.8575 0.122
C -6.0498 5.8808 1.8787 -0.045
C -4.7547 5.1443 1.6573 -0.255
C -3.7141 5.2210 2.5649 -0.013
C -2.5131 4.5380 2.3824 -0.170
C -1.4579 4.7417 3.4486 -0.024
C -2.3720 3.7187 1.2488 -0.029
C -3.3993 3.6774 0.2743 -0.165
C -3.2776 2.9339 -1.0349 -0.009
C -4.5632 4.3894 0.5035 -0.008
C -1.1960 2.8232 1.1069 -0.517
O -0.0394 3.0803 1.4701 -0.060
O -1.3751 1.6399 0.5744 -0.167
H -6.0621 6.3776 2.8489 0.074
H -6.8958 5.1924 1.8315 0.082
H -6.1982 6.6361 1.1038 0.084
H -3.8262 5.8361 3.4536 0.121
H -1.7796 4.2847 4.3875 0.084
H -1.3434 5.8112 3.6326 0.089
H -0.4934 4.3408 3.1731 0.054
H -2.2751 2.9955 -1.4530 0.065
H -3.9740 3.3532 -1.7622 0.090
H -3.5221 1.8813 -0.8965 0.056
H -5.3515 4.3559 -0.2450 0.123
C 5.2460 0.4071 -7.1510 -0.050
C 4.5204 0.0728 -5.8734 -0.268
C 4.1392 -1.2258 -5.5694 -0.026
C 3.4076 -1.5356 -4.4291 -0.292
C 3.1665 -3.0039 -4.1471 -0.053
C 2.9830 -0.5056 -3.5725 -0.271
As 1.6610 -1.0191 -2.1414 1.400
N 0.6927 0.4929 -1.5425 -0.406
C 0.4849 1.6734 -2.3075 -0.390
C 0.3461 2.9479 -1.7389 -0.071
C 0.1689 4.0732 -2.5352 -0.072
C 0.1499 3.9775 -3.9171 -0.088
C 0.3045 2.7219 -4.4924 -0.063
C 0.4594 1.6048 -3.6953 -0.075
C 0.4330 -2.1178 -3.3847 -0.260
C 0.0883 -3.3566 -2.8055 -0.295
C 0.9301 -4.0352 -1.7540 -0.083
C -0.9735 -4.1056 -3.2987 -0.027
C -1.6929 -3.7090 -4.4155 -0.283
C -2.8483 -4.5233 -4.9371 -0.049
C -1.2346 -2.5866 -5.0809 -0.032
C -0.1714 -1.8048 -4.6224 -0.255
C 0.2754 -0.7618 -5.6360 -0.053
C 3.5221 0.7774 -3.7713 -0.262
C 3.4367 1.8860 -2.7576 -0.037
C 4.2525 1.0484 -4.9247 -0.016
H 5.2654 -0.4483 -7.8272 0.073
H 6.2777 0.7058 -6.9499 0.082
H 4.7571 1.2381 -7.6621 0.079
H 4.4215 -2.0364 -6.2379 0.121
H 4.0812 -3.5603 -4.3620 0.089
H 2.3688 -3.4174 -4.7679 0.093
H 2.9116 -3.1699 -3.1058 0.029
H 0.4445 3.1285 -0.6781 0.073
H 0.0698 5.0381 -2.0497 0.113
H 0.0267 4.8595 -4.5327 0.100
H 0.3252 2.6132 -5.5721 0.109
H 0.5674 0.6352 -4.1289 0.037
H 1.7376 -4.5842 -2.2516 0.085
H 0.3423 -4.7590 -1.1927 0.075
H 1.3953 -3.3408 -1.0650 0.003
H -1.2250 -5.0409 -2.8027 0.124
H -3.3058 -5.1038 -4.1350 0.077
H -2.5028 -5.2253 -5.7012 0.083
H -3.6080 -3.8868 -5.3925 0.078
H -1.7176 -2.2911 -6.0115 0.125
H 0.2410 -1.2220 -6.6240 0.089
H 1.2936 -0.4178 -5.4796 0.060
H -0.3966 0.0981 -5.6686 0.079
H 2.8219 1.6009 -1.9186 0.027
H 3.0323 2.8062 -3.1849 0.097
H 4.4395 2.1055 -2.3817 0.097
H 4.6314 2.0583 -5.0703 0.127
```

=====

| no. | E_tot (hartree) |
| --- | --- |
| 1 | -1859.59966 |
| 2 | -2245.60239 |
| 3 | -8296.88542 |